Entry from the OMol25 dataset: C39H53N3PTaTe as an isolated structure (wB97M-V/def2-TZVPD).

Summary:
Kohn-Sham gap, eV: 6.3
Net charge: +2
E_LUMO, eV: -6.93
Relative energy (zero: lowest compared OMol25 entry of this formula, charge and spin), kcal/mol: 0.0

Each line ends with the Löwdin charge.
Positions of all 98 atoms, in Å:
Ta -1.01 -1.39 0.31  1.03
Te -3.48 -1.78 0.54  0.50
P -0.70 1.41 -0.22  1.06
N -0.44 -1.56 -1.82  -0.06
N -0.22 -1.08 2.34  -0.06
N 1.23 -1.49 0.20  -0.03
C 3.27 -1.82 1.35  0.05
C -0.41 2.60 1.14  -0.42
C -1.03 -0.83 3.39  -0.11
C 1.80 -1.78 -0.97  -0.22
C 0.63 2.07 2.14  -0.22
C 1.67 -0.98 3.79  0.03
C -0.96 -6.92 0.69  -0.04
C 1.21 3.25 2.93  -0.17
C 0.35 -1.77 -4.46  0.01
C -2.26 3.05 -2.10  -0.19
C 1.05 -6.11 1.97  -0.04
C 3.14 1.50 -1.92  -0.17
C 2.10 1.39 -0.81  -0.22
C -0.53 -0.64 4.66  -0.01
C 1.93 -1.51 1.34  -0.20
C 1.16 -6.31 -0.53  -0.04
C -0.57 -3.43 0.43  -0.22
C 0.25 -5.98 0.66  -0.62
C 1.12 -1.18 2.54  -0.20
C 3.88 -2.12 0.14  0.02
C 1.29 -1.82 -3.43  0.03
C -1.25 3.65 3.30  -0.18
C 0.84 -0.71 4.87  0.01
C -3.69 3.36 -2.60  -0.18
C -0.20 -4.59 0.54  -0.07
C -2.25 1.80 -1.18  -0.43
C -1.34 -1.52 -2.81  -0.10
C -4.73 1.53 -1.27  -0.19
C 0.87 -1.72 -2.12  -0.19
C 3.15 -2.11 -1.04  0.04
C -3.55 1.86 -0.36  -0.26
C -1.65 3.04 1.94  -0.18
C -0.98 -1.63 -4.14  0.00
C 0.71 1.74 -1.38  -0.39
C -4.53 2.10 -2.69  -0.19
C 0.13 4.30 3.24  -0.18
C 0.79 3.18 -1.99  -0.19
C 2.16 3.84 -1.85  -0.19
C 3.28 2.96 -2.40  -0.17
H 2.74 -1.04 3.93  0.13
H 3.27 3.00 -3.50  0.12
H -4.18 4.07 -1.92  0.12
H -2.08 -0.79 3.18  0.07
H -1.87 3.91 -1.57  0.11
H -3.66 2.88 0.02  0.11
H -1.62 2.88 -2.96  0.10
H 4.10 1.12 -1.57  0.11
H -2.21 3.77 1.36  0.11
H -3.53 1.21 0.50  0.02
H 1.43 1.49 1.68  0.08
H 0.01 3.47 0.64  0.12
H 2.12 0.41 -0.36  0.06
H -1.24 2.87 4.07  0.11
H 0.44 -5.84 2.83  0.09
H 2.35 4.07 -0.80  0.11
H 2.14 4.80 -2.36  0.12
H 1.93 -5.47 1.95  0.08
H 0.67 -1.85 -5.49  0.13
H 2.02 3.70 2.35  0.11
H -1.54 -6.84 -0.23  0.09
H -2.00 4.37 3.61  0.12
H -2.32 2.19 2.10  0.10
H 2.84 0.86 -2.75  0.10
H -1.75 -1.60 -4.90  0.13
H -5.49 2.29 -3.16  0.12
H -5.64 1.94 -0.84  0.12
H -4.02 1.37 -3.33  0.11
H 3.62 -2.36 -1.98  0.13
H 0.62 -6.18 -1.48  0.09
H 3.84 -1.84 2.26  0.13
H 2.34 -1.93 -3.67  0.13
H 1.48 -7.35 -0.47  0.10
H 0.13 5.08 2.48  0.12
H -2.38 -1.42 -2.50  0.08
H 4.24 3.37 -2.10  0.12
H -1.62 -6.69 1.53  0.09
H -0.62 -7.95 0.79  0.09
H -2.30 0.92 -1.83  0.07
H -1.22 -0.44 5.48  0.13
H -4.87 0.44 -1.32  0.07
H 0.04 3.84 -1.56  0.08
H 0.35 4.80 4.18  0.12
H 4.93 -2.38 0.11  0.13
H 2.35 2.10 -0.02  0.11
H 2.04 -5.67 -0.54  0.08
H 0.11 1.39 2.82  0.08
H 0.55 3.11 -3.06  0.12
H 1.67 2.88 3.85  0.11
H -3.62 3.87 -3.56  0.12
H 0.51 1.03 -2.20  0.10
H 1.26 -0.56 5.85  0.13
H 1.37 -7.14 2.10  0.10

***

Entry from the OMol25 dataset: a 14-piece molecular cluster, C74H196N23O12P7 overall in a non-equilibrium geometry (wB97M-V/def2-TZVPD).

Summary:
Kohn-Sham gap, eV: 8.4
Net charge: 0
E_LUMO, eV: 0.52

Each line ends with the Löwdin charge.
Positions of all 312 atoms, in Å:
P -17.79 -12.06 20.20  0.66
P -17.78 -18.34 16.01  0.58
P -22.53 -13.55 15.24  0.52
P -11.20 -16.28 19.86  0.53
P -21.07 -19.57 22.33  0.55
P -14.06 -7.78 24.14  0.51
P -15.92 -12.84 14.18  0.49
O -18.68 -6.84 19.28  -0.14
O -12.36 -10.42 19.39  -0.16
O -12.65 -8.24 24.22  -0.30
O -21.46 -13.94 16.17  -0.27
O -11.18 -17.65 20.35  -0.26
O -18.72 -10.95 25.92  -0.17
O -20.84 -20.11 20.93  -0.31
O -18.23 -11.43 21.50  -0.31
O -24.82 -9.78 22.01  -0.15
O -17.10 -13.48 13.53  -0.30
O -14.27 -20.51 18.97  -0.15
O -17.06 -17.35 16.87  -0.30
N -18.96 -11.92 18.95  -0.25
N -15.10 -8.28 22.89  -0.28
N -9.66 -15.87 19.23  -0.30
N -20.22 -18.14 22.60  -0.31
N -15.58 -13.46 15.66  -0.29
N -14.44 -14.52 24.24  -0.19
N -14.75 -8.37 25.56  -0.29
N -14.20 -6.14 23.96  -0.28
N -11.59 -15.22 21.08  -0.27
N -14.53 -13.02 13.32  -0.29
N -23.48 -14.98 20.36  -0.19
N -12.21 -15.79 18.65  -0.30
N -21.84 -12.67 13.96  -0.29
N -16.25 -11.69 19.52  -0.29
N -19.15 -17.73 15.20  -0.32
N -16.18 -11.18 14.28  -0.31
N -23.67 -12.46 15.80  -0.29
N -22.73 -19.39 22.67  -0.30
N -17.56 -13.73 20.56  -0.30
N -20.73 -20.52 23.61  -0.35
N -18.40 -19.66 16.89  -0.26
N -23.42 -14.76 14.54  -0.28
N -16.95 -18.99 14.73  -0.30
C -15.66 -14.89 15.79  -0.13
C -9.29 -14.49 19.43  -0.13
C -23.38 -8.40 20.68  -0.13
C -14.89 -15.96 22.32  -0.06
C -21.29 -21.85 23.61  -0.12
C -15.09 -15.73 23.87  -0.24
C -16.03 -7.75 26.04  -0.07
C -20.65 -13.29 13.33  -0.08
C -20.32 -12.39 24.96  -0.16
C -13.96 -18.80 20.46  -0.18
C -23.75 -15.92 15.32  -0.12
C -11.10 -9.94 20.07  -0.15
C -24.28 -14.37 13.39  -0.06
C -19.00 -17.95 21.84  -0.11
C -14.63 -7.83 21.55  -0.10
C -19.27 -10.23 24.76  -0.17
C -11.81 -15.98 17.24  -0.06
C -23.03 -11.20 16.25  -0.09
C -23.10 -19.21 24.02  -0.16
C -8.64 -16.92 19.20  -0.12
C -23.59 -18.85 21.58  -0.07
C -14.24 -9.55 26.20  -0.13
C -19.60 -12.02 26.23  -0.24
C -15.13 -12.25 20.25  -0.12
C -13.04 -13.37 25.87  -0.07
C -19.00 -19.29 18.21  -0.10
C -10.47 -10.95 18.05  -0.16
C -15.35 -13.37 24.04  -0.24
C -19.68 -16.45 15.42  -0.13
C -24.20 -8.76 22.87  -0.18
C -18.33 -5.92 20.30  -0.24
C -9.93 -10.65 19.44  -0.18
C -13.26 -19.65 19.38  -0.22
C -12.19 -13.90 20.91  -0.11
C -20.72 -17.07 23.46  -0.08
C -19.43 -20.32 24.34  -0.07
C -18.68 -8.05 21.27  -0.14
C -16.00 -10.40 18.93  -0.10
C -22.64 -11.75 13.24  -0.17
C -13.64 -15.85 18.85  -0.09
C -22.54 -13.21 21.88  -0.08
C -15.45 -18.90 20.19  -0.17
C -22.91 -8.32 22.18  -0.16
C -13.34 -13.76 13.86  -0.07
C -19.23 -8.05 19.88  -0.18
C -22.30 -15.16 19.47  -0.24
C -15.13 -10.18 14.46  -0.11
C -18.78 -6.52 21.56  -0.17
C -20.28 -11.44 19.19  -0.13
C -15.39 -9.70 22.93  -0.12
C -11.22 -15.61 22.46  -0.08
C -18.23 -14.33 21.74  -0.10
C -18.58 -12.28 17.55  -0.08
C -13.10 -5.32 24.59  -0.08
C -15.49 -19.75 18.95  -0.20
C -16.53 -18.13 13.70  -0.13
C -17.52 -14.67 19.42  -0.09
C -17.53 -10.65 14.34  -0.10
C -23.61 -13.62 20.86  -0.27
C -14.96 -12.70 16.76  -0.09
C -24.66 -15.43 19.60  -0.24
C -14.66 -12.87 11.84  -0.09
C -15.46 -5.42 23.74  -0.12
C -11.92 -11.24 18.34  -0.27
C -16.36 -13.08 25.10  -0.10
C -18.82 -21.00 16.27  -0.07
C -24.13 -9.78 20.74  -0.19
C -15.92 -19.98 15.10  -0.11
C -25.85 -15.85 20.52  -0.07
C -20.53 -11.00 24.37  -0.18
C -24.97 -12.74 16.40  -0.10
C -19.77 -18.53 14.14  -0.09
C -13.97 -14.55 25.59  -0.30
C -21.81 -16.57 19.13  -0.05
H -19.87 -12.60 13.04  0.06
H -12.52 -13.58 26.80  0.07
H -10.42 -14.97 22.82  0.08
H -16.03 -15.24 16.76  0.06
H -18.66 -18.28 18.43  0.06
H -15.95 -9.61 19.71  0.07
H -17.61 -15.17 21.95  0.05
H -14.31 -12.51 19.53  0.07
H -13.86 -7.02 21.63  0.09
H -23.34 -19.50 20.73  0.08
H -15.27 -15.23 21.65  0.02
H -13.28 -9.85 25.78  0.08
H -13.83 -12.25 11.52  0.07
H -17.33 -17.49 13.40  0.06
H -20.46 -10.92 20.12  0.06
H -18.95 -18.64 21.03  0.04
H -15.98 -12.71 26.10  0.09
H -8.99 -14.22 20.43  0.08
H -12.99 -4.41 24.00  0.08
H -13.01 -13.72 21.67  0.10
H -15.99 -20.86 14.47  0.08
H -21.40 -16.43 22.93  0.06
H -14.72 -14.61 26.41  0.12
H -22.86 -12.23 22.27  0.07
H -17.71 -10.30 15.35  0.06
H -16.48 -7.29 25.21  0.03
H -26.17 -15.03 21.23  0.08
H -23.98 -7.50 20.43  0.12
H -13.27 -5.11 25.67  0.09
H -18.04 -21.30 15.59  0.05
H -12.49 -20.22 19.77  0.10
H -25.80 -12.35 15.81  0.08
H -15.06 -9.91 15.57  0.08
H -18.08 -17.99 22.53  0.11
H -12.10 -16.95 16.91  0.07
H -23.56 -10.38 15.78  0.08
H -10.44 -10.09 17.31  0.14
H -23.62 -11.79 13.68  0.05
H -12.41 -15.19 16.72  0.07
H -16.40 -15.24 15.08  0.06
H -14.17 -8.70 21.05  0.07
H -22.21 -19.25 24.65  0.07
H -15.38 -9.28 13.85  0.09
H -15.38 -16.89 22.01  0.06
H -15.55 -19.13 18.04  0.09
H -19.46 -9.22 25.15  0.11
H -18.87 -21.76 17.03  0.07
H -14.74 -13.81 11.28  0.09
H -20.39 -11.77 26.90  0.10
H -19.25 -14.58 21.62  0.06
H -10.01 -11.84 17.60  0.11
H -17.62 -9.78 13.70  0.08
H -13.45 -15.47 25.65  0.09
H -22.54 -8.40 19.98  0.08
H -24.97 -14.54 18.98  0.11
H -23.79 -19.99 24.33  0.09
H -15.17 -11.63 16.68  0.04
H -22.65 -17.22 18.95  0.05
H -12.51 -13.04 13.79  0.08
H -22.00 -11.14 15.89  0.07
H -12.88 -19.06 18.50  0.12
H -12.66 -13.96 19.95  0.02
H -14.11 -15.24 18.06  0.07
H -14.60 -16.60 24.33  0.11
H -18.53 -15.10 19.16  0.11
H -18.85 -8.92 19.31  0.11
H -12.04 -15.44 23.16  0.06
H -7.81 -16.83 19.98  0.10
H -12.53 -11.04 17.44  0.12
H -20.62 -11.01 23.30  0.08
H -13.76 -19.24 21.45  0.13
H -11.15 -10.03 21.18  0.13
H -22.32 -21.77 23.24  0.08
H -16.72 -8.53 26.42  0.09
H -15.44 -7.48 20.88  0.07
H -17.15 -13.81 25.30  0.07
H -12.31 -13.31 25.04  0.08
H -13.56 -17.83 20.53  0.03
H -14.98 -10.35 26.19  0.05
H -16.29 -18.80 12.86  0.10
H -10.75 -15.84 17.11  0.07
H -23.65 -12.95 19.90  0.12
H -19.82 -6.23 21.82  0.12
H -16.76 -15.45 19.72  0.09
H -25.29 -14.06 13.81  0.10
H -23.42 -17.78 21.45  0.05
H -15.81 -4.98 24.65  0.07
H -20.84 -18.36 14.18  0.08
H -14.71 -15.34 15.55  0.06
H -15.82 -6.98 26.78  0.08
H -21.24 -17.05 19.95  0.06
H -21.56 -14.54 19.91  0.07
H -19.04 -11.51 16.94  0.07
H -20.58 -10.75 18.40  0.08
H -17.53 -12.29 17.31  0.05
H -14.88 -19.61 15.11  0.09
H -21.29 -22.26 24.63  0.08
H -24.33 -16.22 18.98  0.08
H -21.20 -16.51 18.21  0.06
H -15.02 -10.41 18.44  0.07
H -14.50 -10.33 23.08  0.08
H -18.97 -13.21 17.22  0.06
H -15.94 -17.95 19.99  0.09
H -16.87 -12.16 24.81  0.06
H -16.72 -10.19 18.14  0.08
H -23.63 -16.83 14.72  0.08
H -21.58 -13.04 21.30  0.07
H -23.05 -16.05 16.13  0.06
H -18.58 -19.94 18.97  0.06
H -19.60 -20.88 25.32  0.09
H -17.64 -8.30 21.31  0.08
H -19.32 -18.25 13.16  0.08
H -24.75 -16.04 15.65  0.06
H -12.02 -12.21 18.74  0.07
H -15.83 -9.98 21.98  0.05
H -13.17 -14.65 13.27  0.08
H -22.79 -11.94 12.15  0.10
H -25.10 -12.39 17.42  0.07
H -20.73 -22.51 22.89  0.10
H -23.77 -13.63 12.82  0.04
H -11.54 -13.02 20.77  0.08
H -18.25 -11.43 14.03  0.07
H -19.40 -19.28 24.57  0.05
H -12.15 -5.84 24.55  0.06
H -15.63 -17.54 13.93  0.09
H -13.92 -15.51 19.85  0.06
H -23.40 -10.60 20.62  0.08
H -15.97 -19.37 21.01  0.10
H -13.64 -12.43 26.08  0.07
H -15.50 -12.17 11.69  0.08
H -23.52 -18.27 24.20  0.06
H -19.87 -15.93 14.47  0.08
H -9.08 -9.98 19.37  0.12
H -18.45 -10.27 23.96  0.12
H -15.47 -4.71 22.95  0.07
H -23.01 -11.18 17.32  0.06
H -8.13 -17.05 18.23  0.08
H -19.07 -12.80 26.74  0.11
H -26.71 -16.31 20.06  0.06
H -15.97 -20.39 16.12  0.07
H -13.79 -16.00 22.21  0.05
H -8.45 -14.21 18.79  0.09
H -22.10 -9.05 22.35  0.10
H -16.23 -20.62 18.91  0.14
H -15.43 -13.23 20.68  0.06
H -22.43 -13.96 22.66  0.07
H -24.62 -18.95 21.95  0.08
H -15.92 -13.54 23.10  0.10
H -9.11 -17.86 19.37  0.05
H -19.61 -12.98 24.35  0.11
H -25.35 -16.63 21.10  0.04
H -24.84 -9.94 19.92  0.11
H -15.36 -13.03 17.75  0.06
H -18.14 -6.17 22.36  0.09
H -20.08 -19.38 18.24  0.07
H -17.23 -14.12 18.54  0.03
H -25.15 -13.81 16.45  0.06
H -19.19 -8.71 21.99  0.11
H -17.21 -5.81 20.29  0.12
H -14.20 -10.63 14.10  0.07
H -14.12 -9.47 27.29  0.08
H -13.92 -16.89 18.68  0.08
H -18.83 -4.98 20.04  0.12
H -19.74 -20.98 15.66  0.06
H -24.49 -15.21 12.77  0.07
H -13.85 -12.86 16.81  0.08
H -10.18 -13.92 19.11  0.06
H -14.76 -12.48 23.78  0.10
H -21.41 -10.50 24.87  0.13
H -21.19 -17.49 24.34  0.06
H -24.87 -7.90 22.92  0.12
H -10.92 -16.64 22.56  0.07
H -18.99 -16.92 21.47  0.05
H -11.01 -8.86 19.90  0.11
H -19.82 -16.49 23.85  0.11
H -14.75 -11.70 21.12  0.08
H -19.75 -19.63 14.37  0.06
H -21.07 -12.21 19.17  0.07
H -20.67 -16.52 15.98  0.08
H -24.64 -13.50 21.34  0.13
H -24.04 -9.17 23.87  0.11
H -18.25 -13.71 22.63  0.05
H -9.68 -11.53 20.03  0.10
H -20.14 -13.90 14.09  0.05
H -20.30 -8.01 19.80  0.09
H -22.51 -7.38 22.44  0.09
H -22.32 -10.72 13.40  0.08
H -22.47 -14.61 18.52  0.09
H -18.96 -15.92 16.04  0.07
H -13.43 -14.06 14.92  0.03
H -20.86 -13.90 12.45  0.08
H -21.28 -12.87 25.17  0.12
H -16.04 -9.98 23.77  0.07
H -16.25 -6.14 23.50  0.04
H -16.16 -15.80 24.19  0.12
H -18.50 -20.75 23.91  0.09

***

Entry from the OMol25 dataset: one molecule with the formula C5H8O2 in a non-equilibrium geometry (wB97M-V/def2-TZVPD).

Summary:
Kohn-Sham gap (alpha / beta), eV: 8.2 / 7.6
Net charge: 0
E_LUMO (alpha / beta), eV: 0.95 / 0.83
Relative energy (zero: lowest compared OMol25 entry of this formula, charge and spin), kcal/mol: 120.0

Each line ends with the Löwdin charge.
Positions of all 15 atoms, in Å:
O -0.23 1.01 0.57  0.03
O 2.47 0.08 1.08  -0.04
C -1.74 -0.20 -0.54  -0.19
C -1.54 0.69 0.58  -0.16
C 0.43 0.09 -0.11  -0.35
C -0.47 -1.04 -0.29  -0.11
C 1.87 0.24 -0.18  -0.21
H -2.33 1.31 0.92  0.10
H 1.93 0.64 1.65  0.09
H -1.69 0.37 -1.53  0.15
H 2.38 -0.45 -0.86  0.14
H -0.46 -1.82 -1.04  0.11
H -2.67 -0.74 -0.46  0.11
H 1.97 1.26 -0.56  0.12
H 0.02 -1.45 0.77  0.21